Entry from the OMol25 dataset: 3 unconnected molecules or ions with the total composition H6O2S2 (ωB97M-V/def2-TZVPD).

Its molecular weight is 102.180 g/mol. As for the SMILES: SS.O.O. As for the energy above the lowest of the compared OMol25 structures with the same formula, charge and spin: 7.4 kcal per mole. The calculation puts the HOMO-LUMO gap at 8.9 eV. The calculation puts the maximum force at 0.627 eV Å⁻¹. The total energy comes out at -25862.46612 eV. For the highest occupied orbital energy, the calculation gives -8.71 eV.

Structure (XYZ):
```
10
Properties=species:S:1:pos:R:3:forces:R:3
S -1.1209 1.1156 0.1226 -0.0804 -0.1608 -0.0441
S -1.0752 -0.9565 -0.2038 -0.2444 -0.2816 0.5043
H -0.7115 0.9149 1.3855 0.1052 0.1711 -0.0862
H -1.2273 -0.9598 -1.5225 0.1415 0.2737 -0.3218
O 1.8047 -0.6634 1.6096 -0.3509 -0.0710 -0.2074
H 1.6556 -1.1889 2.4006 0.0281 -0.0469 0.0137
H 1.1463 -0.9849 0.9665 0.3772 0.1461 0.1154
O 1.6882 0.2602 -1.7468 0.0031 -0.0409 -0.1631
H 1.3133 1.1362 -1.6138 0.0099 -0.0016 0.1261
H 2.6160 0.3421 -1.5089 0.0107 0.0119 0.0631
```
Forces are in eV/Å.